{
  "formula": "C28H44F5KN4O6STe",
  "method": "wB97M-V/def2-TZVPD",
  "lumo_energy_ev": 3.6246,
  "homo_ev": -2.31,
  "orbital_gap_ev": 5.938,
  "relative_energy_kj_mol": 277.1,
  "charge": -2,
  "max_force_ev_per_a": 2.5,
  "species": ["K", "C", "C", "C", "C", "C", "C", "C", "C", "C", "C", "H", "H", "H", "H", "H", "H", "H", "H", "H", "H", "H", "H", "H", "H", "N", "C", "C", "O", "N", "C", "C", "O", "O", "H", "H", "H", "H", "H", "H", "C", "C", "N", "C", "C", "C", "O", "C", "C", "C", "C", "N", "C", "H", "H", "H", "H", "H", "H", "H", "H", "H", "H", "H", "H", "H", "H", "C", "C", "S", "O", "C", "C", "H", "H", "H", "H", "H", "H", "H", "H", "H", "H", "F", "Te", "F", "F", "F", "F", "O"],
  "coordinates": [[0.49089, -2.81116, -0.53824], [0.83091, 0.41959, 3.21681], [2.15325, -0.32193, 3.45646], [1.90252, -1.55412, 4.31845], [2.80096, -0.64018, 2.12062], [3.21723, 0.40798, 1.30645], [3.69157, 0.18443, 0.02250], [3.77494, -1.10342, -0.49566], [4.22574, -1.36815, -1.90614], [3.40075, -2.15913, 0.33388], [2.92430, -1.93427, 1.61974], [0.33401, 0.64743, 4.16539], [0.17053, -0.19648, 2.60466], [0.99302, 1.35582, 2.68079], [2.82718, 0.35103, 4.00147], [1.16324, -2.20187, 3.84104], [1.51023, -1.25645, 5.29424], [2.81475, -2.13285, 4.47910], [3.13537, 1.42823, 1.66965], [3.97306, 1.02920, -0.59766], [5.13256, -1.97768, -1.91612], [4.43381, -0.43317, -2.42948], [3.46181, -1.93293, -2.44828], [3.44651, -3.16741, -0.06478], [2.62482, -2.78487, 2.21801], [-2.56598, -0.03995, 1.10066], [-3.78090, 0.05691, 0.28230], [-3.83976, -0.93362, -0.88380], [-4.92496, -0.92607, -1.53045], [-2.76233, -1.65646, -1.07544], [-2.84885, -2.57598, -2.18942], [-1.45662, -2.94395, -2.65250], [-1.26944, -4.12573, -3.16701], [-0.51410, -2.17537, -2.50590], [-2.26316, 0.87707, 1.40671], [-1.82837, -0.40532, 0.50411], [-3.91470, 1.04315, -0.18052], [-4.66612, -0.11846, 0.90126], [-3.39289, -2.14872, -3.04367], [-3.36858, -3.50856, -1.93830], [1.41086, 7.83726, -1.99256], [0.58659, 7.22874, -0.86560], [0.17761, 5.85517, -1.12671], [-1.22274, 5.61311, -1.44519], [-1.62465, 6.13387, -2.81771], [1.11209, 4.87764, -0.93003], [2.23562, 5.15330, -0.53396], [0.69976, 3.46593, -1.21496], [0.44364, 3.01323, -2.50401], [0.07545, 1.69364, -2.68242], [-0.04749, 0.87184, -1.56551], [0.21195, 1.29459, -0.32716], [0.59127, 2.55841, -0.17099], [1.69232, 8.86315, -1.74569], [0.85211, 7.84981, -2.92927], [2.32070, 7.25648, -2.13645], [-0.32314, 7.80957, -0.69754], [1.17289, 7.24022, 0.05445], [-1.83512, 6.09243, -0.67396], [-1.41262, 4.54515, -1.38277], [-1.50760, 7.21733, -2.88590], [-2.66976, 5.89465, -3.01812], [-1.01343, 5.67525, -3.59589], [0.53218, 3.68614, -3.35039], [-0.12632, 1.28804, -3.66423], [-0.37668, -0.15348, -1.69533], [0.80958, 2.87814, 0.84440], [-0.67485, -5.12376, 2.70384], [-1.78563, -4.53582, 1.84984], [-1.75760, -2.72048, 1.74722], [-0.29077, -2.38110, 1.62523], [-2.18885, -2.31819, 3.44784], [-3.67758, -2.50688, 3.69779], [-0.49900, -6.16170, 2.42150], [-0.90887, -5.09020, 3.77013], [0.25092, -4.57211, 2.53686], [-2.78529, -4.81867, 2.18538], [-1.67306, -4.84826, 0.80780], [-1.92028, -1.26345, 3.51447], [-1.55337, -2.89241, 4.12449], [-4.25599, -2.04730, 2.89438], [-3.97258, -2.03546, 4.63656], [-3.95178, -3.56163, 3.75397], [-0.04775, -5.70073, -4.46788], [0.79951, -4.52607, -3.21600], [2.31169, -5.01742, -4.32381], [1.24494, -6.24956, -2.53008], [0.63421, -3.28692, -4.66014], [-0.05286, -4.83973, -1.18212], [1.95261, -3.50833, -2.26469]],
  "mulliken_charge": [0.889, -0.910, 0.692, -1.665, -0.003, -0.497, -0.765, 1.323, -1.351, -1.029, 0.231, 0.544, 0.052, -0.006, 0.519, 0.045, 0.473, 0.406, 0.396, 0.269, 0.340, 0.335, 0.186, 0.270, 0.178, 0.092, -0.629, 0.477, -0.892, 0.108, -1.024, 1.129, -0.638, -0.637, 0.250, -0.465, 0.193, 0.245, 0.393, 0.301, -1.092, -0.804, 0.254, -0.599, -1.061, 0.115, -0.681, -0.159, -0.113, -1.328, -0.207, 0.298, -0.143, 0.381, 0.267, 0.293, 0.409, 0.388, 0.396, 0.370, 0.291, 0.407, 0.226, 0.546, 0.606, 0.668, 0.354, -0.962, -0.530, 0.727, -0.781, -0.410, -1.276, 0.423, 0.303, 0.026, 0.580, 0.204, 0.158, 0.489, 0.239, 0.413, 0.308, -0.429, 1.428, -0.466, -0.407, -0.450, -0.758, -0.738]
}



{
  "formula": "C3H10N3O",
  "method": "wB97M-V/def2-TZVPD",
  "lumo_energy_ev": -3.5000,
  "homo_ev": -14.07,
  "orbital_gap_ev": 10.566,
  "relative_energy_kj_mol": 174.6,
  "charge": 1,
  "max_force_ev_per_a": 1.7,
  "species": ["N", "C", "N", "O", "H", "H", "H", "H", "C", "C", "N", "H", "H", "H", "H", "H", "H"],
  "coordinates": [[-0.03900, -1.63875, 0.81019], [-0.61619, -1.92375, -0.45316], [0.26582, -1.77268, -1.50509], [-1.74011, -2.33143, -0.55260], [0.83548, -2.15337, 0.90990], [-0.68865, -1.95341, 1.52213], [-0.22849, -1.75994, -2.39156], [0.86289, -0.96761, -1.40773], [0.60165, 1.91945, 0.40842], [0.54241, 1.98978, -0.90644], [-0.35836, 1.20387, 1.24718], [1.46966, 2.25495, 0.96041], [1.22476, 2.63563, -1.44402], [-0.26892, 1.60330, -1.51270], [-1.32169, 1.35383, 0.93784], [-0.22163, 0.13189, 1.13346], [-0.31963, 1.40824, 2.24378]],
  "mulliken_charge": [-0.701, 0.500, -0.462, -0.519, 0.257, 0.279, 0.301, 0.256, -0.005, -0.748, -0.166, 0.309, 0.262, 0.313, 0.425, 0.293, 0.406]
}



{
  "formula": "C7H11KNO3",
  "method": "wB97M-V/def2-TZVPD",
  "lumo_energy_ev": -4.1869,
  "homo_ev": -11.93,
  "orbital_gap_ev": 7.748,
  "relative_energy_kj_mol": 0.0,
  "charge": 1,
  "max_force_ev_per_a": 3.3,
  "species": ["C", "C", "C", "O", "C", "O", "O", "C", "C", "C", "N", "H", "H", "H", "H", "H", "H", "H", "H", "H", "H", "H", "K"],
  "coordinates": [[3.08373, -1.10529, 0.75812], [3.08943, -0.51021, -0.52643], [2.04201, 0.58001, -1.03088], [1.67073, 1.52862, 0.02821], [0.35318, 1.09486, 0.39649], [0.26298, 0.19887, 1.24137], [-0.69055, 1.70428, -0.28741], [-1.97871, 1.42159, 0.30916], [-2.73793, 0.23082, -0.46390], [-3.28652, -1.02078, 0.34890], [-2.95380, 0.28374, -1.76001], [4.05935, -1.10056, 1.36225], [2.16645, -1.58122, 1.21986], [3.92494, -0.82099, -1.24186], [2.48085, 1.08713, -1.94248], [1.08313, 0.05955, -1.38296], [-1.96924, 1.28220, 1.43135], [-2.62674, 2.34876, 0.11167], [-3.99932, -1.62841, -0.31176], [-2.45622, -1.66705, 0.76997], [-3.94288, -0.61047, 1.19677], [-3.45230, -0.57471, -2.05504], [6.02075, -1.24906, 1.84308]],
  "mulliken_charge": [-0.459, -0.127, -0.320, -0.348, 0.644, -0.528, -0.285, -0.471, 0.615, -0.986, -0.672, -0.185, 0.292, 0.322, 0.404, 0.283, 0.335, 0.323, 0.378, 0.220, 0.266, 0.273, 1.024]
}



{
  "formula": "C30H62BClN8O7",
  "method": "wB97M-V/def2-TZVPD",
  "lumo_energy_ev": 0.5392,
  "homo_ev": -8.73,
  "orbital_gap_ev": 9.267,
  "relative_energy_kj_mol": 0.0,
  "charge": 0,
  "max_force_ev_per_a": 0.9,
  "species": ["C", "O", "C", "C", "C", "C", "C", "C", "C", "N", "C", "C", "N", "C", "C", "C", "Cl", "B", "O", "N", "C", "C", "H", "H", "H", "H", "H", "H", "H", "H", "H", "H", "H", "H", "H", "H", "H", "H", "H", "H", "H", "H", "H", "H", "H", "H", "H", "H", "H", "C", "N", "C", "C", "O", "H", "H", "H", "H", "H", "H", "H", "C", "N", "C", "C", "O", "H", "H", "H", "H", "H", "H", "H", "C", "N", "C", "C", "O", "H", "H", "H", "H", "H", "H", "H", "C", "N", "C", "C", "O", "H", "H", "H", "H", "H", "H", "H", "C", "N", "C", "C", "O", "H", "H", "H", "H", "H", "H", "H"],
  "coordinates": [[5.39740, -0.24744, -0.25852], [4.76186, 0.94336, -0.66534], [3.94772, 0.78100, -1.81919], [2.76294, -0.15357, -1.60694], [1.66250, 0.12554, -2.63760], [0.84182, -1.07175, -3.11475], [-0.28639, -1.65851, -2.21500], [0.29865, -2.37208, -0.98067], [-0.83705, -2.71470, -3.10138], [-1.27814, -3.49988, -3.80643], [-1.44811, -0.63394, -1.86397], [-1.48681, 0.41552, -2.89284], [-1.55469, 1.22138, -3.70452], [-2.89063, -1.23091, -1.85045], [-3.21820, -2.20258, -0.70079], [-4.49032, -1.81915, 0.06751], [-3.44645, -3.89189, -1.28988], [-1.21085, 0.17610, -0.45586], [-2.30568, 0.53443, 0.30025], [0.13773, 0.48948, 0.01181], [0.24976, 0.19436, 1.45160], [0.38227, 1.91533, -0.28237], [6.32486, 0.01497, 0.25339], [5.64315, -0.88792, -1.11737], [4.76969, -0.83256, 0.42616], [3.59381, 1.78898, -2.05436], [4.57889, 0.41535, -2.64248], [3.07459, -1.20228, -1.68513], [2.38630, -0.00924, -0.58779], [2.15555, 0.50925, -3.54282], [1.02830, 0.94501, -2.29647], [1.52975, -1.89947, -3.29630], [0.40334, -0.83930, -4.08895], [-0.45978, -2.94598, -0.44402], [0.78958, -1.66660, -0.31522], [1.05091, -3.08806, -1.32553], [-3.14293, -1.66012, -2.82338], [-3.55809, -0.37848, -1.71938], [-2.39775, -2.27467, 0.01217], [-4.54135, -0.74109, 0.21909], [-4.49911, -2.32507, 1.03478], [-5.36846, -2.16325, -0.48622], [-2.88159, 1.18205, -0.15985], [-0.51549, -0.51998, 1.77390], [1.22337, -0.23646, 1.70673], [0.12100, 1.09399, 2.06270], [-0.07354, 2.57344, 0.46697], [1.45719, 2.10561, -0.36354], [-0.05271, 2.17341, -1.25720], [-2.19154, 2.81278, 5.03710], [-1.50511, 1.59384, 5.40616], [-0.90911, 1.47981, 6.72957], [-1.39364, 0.55948, 4.55579], [-0.81782, -0.48718, 4.80603], [-1.51299, 3.66712, 5.08414], [-3.03448, 3.00047, 5.70551], [-2.56761, 2.72400, 4.01907], [0.16346, 1.30676, 6.64945], [-1.34299, 0.64198, 7.27495], [-1.08255, 2.40052, 7.28091], [-1.87547, 0.74435, 3.58114], [1.17255, -3.29646, 6.02258], [1.28029, -2.65583, 7.31701], [1.68336, -3.42990, 8.47545], [1.00586, -1.34572, 7.47412], [1.06224, -0.75544, 8.54119], [0.44000, -4.10634, 6.05152], [2.13537, -3.70884, 5.71144], [0.84554, -2.56312, 5.28722], [0.90706, -3.40938, 9.24141], [2.59424, -3.02023, 8.91381], [1.86105, -4.45867, 8.16945], [0.71025, -0.85625, 6.53578], [3.80066, 5.85526, 0.87629], [3.79838, 4.45416, 1.23241], [4.93338, 3.61663, 0.87008], [2.77447, 3.87955, 1.89332], [2.73648, 2.70457, 2.20018], [3.86568, 5.98116, -0.20661], [4.64458, 6.37284, 1.33746], [2.87874, 6.31904, 1.22370], [4.62017, 2.78931, 0.23175], [5.39061, 3.18863, 1.76245], [5.66620, 4.22438, 0.34386], [1.95457, 4.58168, 2.12729], [0.59253, -4.91020, -7.29691], [1.17383, -3.81185, -6.55614], [0.82218, -2.44954, -6.91419], [2.01475, -4.01115, -5.52718], [2.51616, -3.12055, -4.86314], [0.86900, -4.85549, -8.35210], [-0.49594, -4.89418, -7.21590], [0.95457, -5.85280, -6.89071], [1.71283, -1.88150, -7.18526], [0.34012, -1.94858, -6.07452], [0.13606, -2.47228, -7.75762], [2.20328, -5.07727, -5.32077], [-6.43368, 1.83117, -3.62422], [-5.45451, 2.43617, -2.74376], [-4.95566, 3.77086, -3.03829], [-4.97620, 1.79947, -1.67161], [-4.15018, 2.28130, -0.90317], [-6.03363, 1.74099, -4.63515], [-7.34392, 2.43208, -3.65728], [-6.68524, 0.83676, -3.26006], [-3.87651, 3.74491, -3.18929], [-5.16843, 4.44770, -2.21104], [-5.43954, 4.13610, -3.94059], [-5.39852, 0.79230, -1.53648]],
  "mulliken_charge": [-0.796, -0.415, -1.165, 0.162, -1.133, -1.443, 3.670, -1.998, -1.278, -0.661, 2.254, -1.296, -0.831, -0.455, 0.684, -1.395, -0.197, 0.230, -0.465, 0.453, -1.352, -1.231, 0.289, 0.343, 0.240, 0.423, 0.409, 0.615, -0.143, 0.657, 0.311, 0.752, 0.382, 0.360, 0.231, 0.558, 1.128, -0.830, -0.118, 0.222, 0.392, 0.402, 0.085, 0.485, 0.219, 0.380, 0.360, -0.140, 0.577, -0.946, 0.172, -1.011, 0.461, -0.601, 0.338, 0.363, 0.279, 0.328, 0.304, 0.394, -0.041, -0.799, 0.086, -0.964, 0.573, -0.648, 0.325, 0.333, 0.222, 0.291, 0.287, 0.388, -0.094, -0.958, 0.212, -0.573, 0.095, -0.611, 0.339, 0.338, 0.298, 0.033, 0.261, 0.383, 0.286, -0.952, 0.188, -0.844, 0.067, -0.600, 0.342, 0.340, 0.292, 0.318, 0.143, 0.405, 0.312, -1.004, 0.127, -0.979, 0.163, -0.758, 0.363, 0.366, 0.344, 0.289, 0.299, 0.407, 0.296]
}